C14H28N2 in the gas phase, computed with ωB97M-V/def2-TZVPD.

Computed properties:
* energy relative to the best compared isomer or geometry (same formula, charge and spin): 0.00 kcal/mol
* charge: 0
* HOMO: -8.27 eV
* E_LUMO: 0.996 eV
* SMILES string: CCN1CCC(NCC2CCCCC2)CC1

Cartesian coordinates (Å):
C1 -4.1480 -3.4636 -1.6344
C2 -3.3393 -2.3314 -2.2804
N1 -2.5531 -1.5061 -1.3888
C3 -3.3264 -0.7170 -0.4517
C4 -2.4355 0.3655 0.1520
C5 -1.2548 -0.2805 0.8819
N2 -0.4627 0.7203 1.5770
C6 0.3365 1.6473 0.7960
C7 1.8062 1.2446 0.5709
C8 2.6244 1.3874 1.8556
C9 4.0787 0.9875 1.6246
C10 4.6976 1.8430 0.5241
C11 3.8900 1.7125 -0.7631
C12 2.4343 2.1051 -0.5265
C13 -0.5091 -1.1803 -0.1163
C14 -1.4773 -2.1998 -0.7126
H1 -4.8630 -3.0667 -0.9178
H2 -4.6952 -4.0040 -2.4024
H3 -3.4918 -4.1640 -1.1232
H4 -2.6498 -2.7602 -3.0144
H5 -4.0235 -1.6652 -2.8151
H6 -4.1561 -0.2547 -0.9925
H7 -3.7462 -1.3328 0.3644
H8 -3.0037 0.9789 0.8513
H9 -2.0730 1.0034 -0.6535
H10 -1.6668 -0.9229 1.6725
H11 0.1172 0.2804 2.2816
H12 0.3209 2.6115 1.3202
H13 -0.1498 1.7946 -0.1691
H14 1.8426 0.1980 0.2511
H15 2.1968 0.7681 2.6482
H16 2.5834 2.4267 2.1910
H17 4.6463 1.1030 2.5506
H18 4.1248 -0.0651 1.3337
H19 5.7313 1.5367 0.3493
H20 4.7068 2.8884 0.8412
H21 4.3227 2.3458 -1.5407
H22 3.9328 0.6781 -1.1130
H23 2.3833 3.1559 -0.2311
H24 1.8681 1.9921 -1.4543
H25 0.3102 -1.7044 0.3822
H26 -0.1019 -0.5721 -0.9244
H27 -0.9551 -2.8230 -1.4438
H28 -1.8477 -2.8555 0.0971

Atom charges from the natural (NBO) analysis, given in e for atoms 1 to 8: C -0.64; C -0.20; N -0.45; C -0.22; C -0.41; C -0.03; N -0.63; C -0.20

=====

2 unconnected molecules or ions with the total composition C14H28N2O2, computed with ωB97M-V/def2-TZVPD.

Computed properties:
* energy relative to the best compared isomer or geometry (same formula, charge and spin): 166.04 kcal/mol
* charge: 0
* HOMO: -6.50 eV
* E_LUMO: 0.229 eV

Cartesian coordinates (Å):
C1 2.6755 -3.0106 0.2736
C2 1.7356 -2.6832 -0.3958
C3 0.6005 -2.3009 -1.2351
C4 0.0774 -0.8978 -0.8507
O1 0.1184 -0.8290 0.5523
C5 -0.4990 0.2829 1.1705
C6 0.4011 1.5426 1.2305
C7 0.3722 2.4315 -0.0114
C8 1.8136 1.1366 1.7287
C9 3.0353 1.5855 0.9182
C10 3.2342 0.8923 -0.4309
C11 -1.9233 0.5533 0.6713
N1 -2.3518 -0.2970 -0.4780
C12 -1.3298 -0.7211 -1.4661
C13 -1.2951 0.1690 -2.7264
N2 -1.9642 1.4684 -2.5610
H1 3.4474 -3.0920 0.9984
H2 -0.1963 -3.0391 -1.1505
H3 0.9635 -2.2367 -2.2640
H4 0.7969 -0.1916 -1.2741
H5 -0.6069 -0.0134 2.2124
H6 -0.0474 2.1403 2.0305
H7 1.0780 3.2556 0.0917
H8 -0.5984 2.9084 -0.1556
H9 0.6258 1.9186 -0.9384
H10 1.8923 0.0574 1.8619
H11 1.9414 1.5689 2.7238
H12 3.0576 2.6729 0.8243
H13 3.9049 1.3421 1.5338
H14 2.7243 1.4180 -1.2384
H15 4.2934 0.9389 -0.6923
H16 2.9611 -0.1611 -0.3929
H17 -2.6362 0.3187 1.4621
H18 -2.0984 1.5995 0.4285
H19 -2.7698 -1.1770 -0.0234
H20 -3.1438 0.1610 -0.9265
H21 -1.6445 -1.7052 -1.8055
H22 -0.2669 0.2635 -3.0856
H23 -1.8237 -0.3663 -3.5176
H24 -1.4711 2.1612 -3.1109
H25 -1.8710 1.8059 -1.6105
C14 -2.6499 -2.3706 2.3150
O2 -3.5831 -2.1375 1.3451
H26 -1.6626 -1.8600 2.1887
H27 -2.9608 -2.0669 3.3417
H28 -2.3560 -3.4363 2.4385

Atom charges from the natural (NBO) analysis, given in e for atoms 1 to 8: C -0.24; C 0.01; C -0.48; C 0.11; O -0.52; C 0.09; C -0.23; C -0.63

=====

C14H28N2O4 in the gas phase, computed with ωB97M-V/def2-TZVPD.

Computed properties:
* energy relative to the best compared isomer or geometry (same formula, charge and spin): 29.84 kcal/mol
* charge: 0
* HOMO: -9.37 eV
* E_LUMO: 0.897 eV
* SMILES string: CC(C)OCCCNC(=O)C(=O)NCCCOC(C)C

Cartesian coordinates (Å):
C1 -4.1524 -1.3700 -1.3665
C2 -4.3488 -1.7459 0.1017
C3 -5.5434 -2.6871 0.2766
O1 -4.4151 -0.6250 0.9750
C4 -5.4391 0.3320 0.7849
C5 -4.9759 1.5998 0.0516
C6 -3.7660 2.2461 0.7301
N1 -2.5913 1.4310 0.5546
C7 -1.4841 1.8223 -0.0705
O2 -1.2407 2.9462 -0.4850
C8 -0.4744 0.6796 -0.2341
O3 -0.7338 -0.4690 0.0807
N2 0.6661 1.1102 -0.7830
C9 1.8213 0.2840 -1.0197
C10 2.9999 0.7027 -0.1416
C11 4.2216 -0.1774 -0.3865
O4 5.2658 0.2881 0.4321
C12 6.3882 -0.5712 0.5395
C13 7.2278 -0.5970 -0.7405
C14 7.2110 -0.0620 1.7188
H1 -5.0309 -0.8665 -1.7651
H2 -3.9830 -2.2732 -1.9465
H3 -3.2841 -0.7248 -1.4755
H4 -3.4439 -2.2554 0.4539
H5 -5.7176 -2.8712 1.3339
H6 -6.4480 -2.2686 -0.1598
H7 -5.3353 -3.6333 -0.2144
H8 -5.7675 0.6126 1.7929
H9 -6.2957 -0.1010 0.2591
H10 -5.8060 2.3080 0.0465
H11 -4.7161 1.3695 -0.9819
H12 -3.5506 3.2228 0.2886
H13 -3.9654 2.3723 1.7997
H14 -2.6786 0.4499 0.8084
H15 0.7118 2.1050 -0.9723
H16 2.1027 0.3461 -2.0769
H17 1.5221 -0.7426 -0.7921
H18 3.2720 1.7389 -0.3491
H19 2.7196 0.6334 0.9100
H20 3.9872 -1.2262 -0.1432
H21 4.5040 -0.1307 -1.4497
H22 6.0335 -1.5951 0.7544
H23 8.1231 -1.1912 -0.5800
H24 6.6703 -1.0319 -1.5665
H25 7.5181 0.4161 -1.0078
H26 6.5941 -0.0301 2.6123
H27 7.5651 0.9433 1.5088
H28 8.0621 -0.7137 1.8942

Atom charges from the natural (NBO) analysis, given in e for atoms 1 to 8: C -0.64; C 0.11; C -0.64; O -0.56; C -0.07; C -0.43; C -0.23; N -0.59

=====

Question: Which formula does entry 2 have?
Answer: C14H28N2O2

=====

Question: Which value of charge does entry 1 give?
Answer: 0

=====

Question: Which formula does entry 1 have?
Answer: C14H28N2